Here is C30H21BrCoF9N5O5 as an isolated structure in a non-equilibrium geometry from the Open Molecules 2025 dataset. Energies are from ωB97M-V/def2-TZVPD.

Its expectation value of S² is 0.76. As for the total charge: 0. The relative energy (zero: lowest compared OMol25 entry of this formula, charge and spin) is 6.9 kcal per mole. The calculation puts the gap between HOMO and LUMO (alpha / beta) at 7.827 / 7.845 eV. The calculation puts the energy at -6661.44110 Eh. As for the spin multiplicity: 2.

Cartesian coordinates (Å):
Co (-0.028, -0.334, 0.128)
O (-0.272, -0.448, 7.025)
C (-1.449, -0.592, 6.246)
C (-1.140, -0.263, 4.813)
C (-2.168, -0.110, 3.899)
C (-1.865, 0.128, 2.568)
N (-0.605, 0.245, 2.140)
C (0.388, 0.123, 3.021)
C (0.169, -0.140, 4.361)
C (1.765, 0.274, 2.447)
C (2.874, 0.520, 3.241)
C (4.116, 0.679, 2.645)
C (5.358, 0.906, 3.475)
O (5.093, 1.424, 4.771)
C (4.194, 0.611, 1.262)
C (3.041, 0.372, 0.539)
N (1.852, 0.196, 1.113)
H (-0.475, -0.668, 7.938)
H (-2.246, 0.067, 6.596)
H (-1.827, -1.617, 6.290)
H (-3.208, -0.198, 4.198)
H (-2.648, 0.183, 1.817)
H (0.991, -0.264, 5.052)
H (2.779, 0.604, 4.315)
H (6.056, 1.537, 2.920)
H (5.851, -0.052, 3.630)
H (4.767, 2.326, 4.687)
H (5.139, 0.744, 0.743)
H (3.048, 0.339, -0.540)
N (-0.337, -3.295, 0.600)
C (-0.013, -2.200, 0.646)
H (-0.659, -4.232, 0.474)
Br (-5.332, 0.169, -6.212)
C (-4.680, -0.072, -4.449)
C (-5.566, -0.017, -3.385)
C (-5.080, -0.181, -2.095)
C (-3.727, -0.404, -1.872)
C (-2.855, -0.443, -2.953)
C (-3.325, -0.280, -4.251)
C (-3.223, -0.551, -0.454)
O (-4.037, -0.424, 0.470)
O (-1.963, -0.755, -0.305)
H (-6.618, 0.160, -3.564)
H (-5.746, -0.144, -1.243)
H (-1.798, -0.584, -2.766)
H (-2.645, -0.308, -5.092)
N (-3.128, 3.047, -4.197)
C (-2.261, 2.890, -3.456)
C (-1.149, 2.745, -2.537)
C (-0.051, 3.584, -2.610)
C (0.960, 3.422, -1.682)
C (0.854, 2.411, -0.748)
N (-0.184, 1.569, -0.693)
C (-1.177, 1.751, -1.567)
H (0.001, 4.352, -3.372)
H (1.830, 4.065, -1.681)
H (1.624, 2.277, -0.004)
H (-2.021, 1.088, -1.500)
F (1.901, 0.455, -3.725)
C (1.496, -0.807, -3.929)
F (0.272, -0.745, -4.488)
F (2.334, -1.358, -4.820)
C (1.406, -1.584, -2.565)
O (0.786, -0.768, -1.709)
C (0.623, -2.938, -2.824)
F (0.972, -3.887, -1.915)
F (-0.686, -2.748, -2.682)
F (0.838, -3.463, -4.036)
C (2.859, -2.008, -2.146)
F (3.732, -0.988, -2.305)
F (2.883, -2.352, -0.848)
F (3.341, -3.040, -2.849)

Force components x, y, z for each atom (eV/Å):
Co 0.46 0.57 0.38
O -0.13 -0.01 -0.06
C 0.23 0.06 0.01
C 0.12 -0.01 0.06
C -0.12 0.04 -0.10
C 0.01 0.10 -0.04
N -0.17 -0.39 -0.12
C 0.38 0.10 -0.17
C 0.00 0.03 0.19
C -0.30 -0.01 0.01
C 0.09 0.02 0.11
C 0.04 0.02 0.15
C -0.18 0.10 0.18
O 0.05 -0.14 -0.23
C 0.10 -0.01 -0.15
C -0.07 -0.07 0.05
N -0.02 -0.14 0.11
H 0.00 -0.02 0.02
H -0.04 0.09 0.05
H -0.02 -0.11 0.02
H 0.11 0.01 -0.04
H 0.06 -0.04 0.09
H -0.09 0.00 -0.03
H 0.03 -0.01 -0.07
H 0.03 0.08 -0.01
H 0.04 -0.07 0.05
H 0.02 0.03 -0.02
H -0.13 -0.01 0.06
H 0.00 -0.08 -0.07
N -0.04 -1.01 0.31
C -0.19 1.15 -0.62
H 0.07 0.03 0.02
Br 0.01 -0.01 0.01
C 0.06 0.01 0.01
C 0.06 0.00 0.10
C -0.17 -0.03 -0.09
C -0.02 -0.09 -0.03
C -0.07 -0.15 -0.29
C 0.04 -0.07 0.13
C 0.15 0.07 0.51
O 0.14 -0.11 -0.20
O -0.71 -0.05 -0.47
H 0.00 -0.01 0.00
H 0.05 0.01 -0.04
H 0.00 -0.18 -0.07
H -0.01 0.01 0.02
N 0.25 -0.02 0.23
C 0.12 0.07 0.06
C -0.40 -0.07 -0.17
C 0.11 0.22 -0.15
C 0.05 0.11 -0.01
C -0.13 -0.04 0.14
N 0.04 -0.33 -0.31
C 0.06 0.13 0.22
H 0.00 -0.03 0.03
H -0.06 -0.05 -0.01
H -0.01 -0.04 -0.04
H 0.22 0.13 0.07
F -0.04 -0.12 -0.05
C -0.11 -0.13 0.15
F 0.19 0.02 -0.01
F -0.07 0.07 -0.01
C -0.24 0.11 -0.12
O 0.41 -0.21 0.03
C -0.09 0.14 0.23
F -0.05 0.12 -0.14
F -0.01 -0.01 -0.07
F 0.02 -0.01 0.04
C -0.10 0.16 0.03
F -0.12 -0.09 0.12
F 0.09 0.10 -0.04
F -0.01 0.07 0.03

Here are the Löwdin charges for atoms 1 to 8, given in e: Co 0.465; O -0.055; C -0.201; C -0.172; C 0.016; C -0.053; N 0.072; C -0.190